{"formula": "C21H30CdN5O7PS", "method": "ωB97M-V/def2-TZVPD", "species": ["Cd", "S", "P", "O", "O", "O", "O", "O", "O", "O", "N", "N", "N", "N", "N", "C", "C", "C", "C", "C", "C", "C", "C", "C", "C", "C", "C", "C", "C", "C", "C", "C", "C", "C", "C", "C", "H", "H", "H", "H", "H", "H", "H", "H", "H", "H", "H", "H", "H", "H", "H", "H", "H", "H", "H", "H", "H", "H", "H", "H", "H", "H", "H", "H", "H", "H"], "xyz": [[-12.95766, -1.05919, -11.12433], [-7.48538, -1.81925, -13.80493], [-12.98353, 2.21308, -11.26100], [-15.23722, -5.21233, -4.80821], [-9.92143, -2.33302, -5.61550], [-14.72283, -4.39227, -9.81991], [-12.02176, -1.72688, -8.98836], [-13.78112, -4.22600, -3.53329], [-14.66114, -2.11297, -10.03793], [-10.38775, -0.70955, -6.91392], [-12.02587, -4.31226, -11.60484], [-7.13727, 0.84116, -12.96652], [-14.27057, -4.46862, -4.66667], [-12.89385, 0.80779, -11.88143], [-10.66422, -1.76958, -6.41495], [-13.71482, -3.15165, -8.14960], [-11.98214, -2.36235, -6.70351], [-11.82803, 2.47650, -9.77192], [-12.54139, -2.36568, -8.01730], [-12.62749, 4.78665, -12.61959], [-11.48365, 3.93488, -9.41953], [-12.43180, 3.27180, -12.64931], [-12.49503, -3.06786, -5.63326], [-14.80097, 4.06136, -9.87670], [-15.40595, 1.54067, -10.04488], [-12.46551, 1.90250, -8.48896], [-7.33896, -0.23696, -13.39118], [-13.69902, -3.75271, -5.79333], [-10.50483, 1.71171, -10.09079], [-15.60503, 3.03494, -12.01124], [-14.19559, -3.88700, -7.12343], [-12.25662, -3.21689, -11.81303], [-14.40861, -3.23467, -9.46403], [-10.90939, 2.91440, -12.86750], [-13.10435, 2.74066, -13.96284], [-14.72057, 2.76220, -10.72970], [-12.82126, 0.88708, -8.53239], [-15.33216, 0.68832, -10.72249], [-14.61600, 3.74789, -8.81511], [-15.67361, 2.16390, -12.68359], [-10.67196, 0.96088, -10.81797], [-16.43776, 1.76269, -9.95560], [-14.13755, 4.88980, -10.17233], [-11.01632, 4.53214, -10.24813], [-10.75146, 1.87002, -12.98077], [-12.52395, 3.00227, -14.85133], [-10.71977, 3.97441, -8.66449], [-13.29912, 1.64769, -14.01962], [-10.63565, 3.36637, -13.81803], [-12.24891, 5.10260, -13.58968], [-13.66278, 5.10288, -12.64601], [-10.26410, 3.36335, -12.15980], [-16.57130, 3.24043, -11.58917], [-15.82238, 4.49597, -9.83439], [-11.69247, 1.95013, -7.73968], [-12.34472, 4.49756, -9.01116], [-14.91270, 1.25942, -9.13663], [-15.10391, -4.45541, -7.24650], [-9.67894, 2.29504, -10.43786], [-11.93482, -3.07603, -4.72438], [-14.04598, 3.27570, -14.18538], [-10.18542, 1.22472, -9.16305], [-12.10893, 5.23265, -11.78629], [-13.32303, 2.46057, -8.11382], [-12.03353, -5.27885, -11.29263], [-15.28037, 3.87592, -12.59640]], "atomic_forces_ev_per_a": [[-0.09, -0.36, 0.91], [-0.23, -0.70, -0.47], [-0.09, -0.08, 0.48], [0.57, 0.32, -0.35], [-0.21, -0.33, -0.09], [0.07, 1.21, -0.39], [-0.14, -0.31, 0.27], [-0.55, -0.48, -1.55], [0.18, -0.64, -0.38], [0.01, 0.60, -0.56], [0.16, -2.49, 0.52], [-0.40, -0.64, -0.67], [0.32, 0.78, 1.28], [-0.43, -0.72, 0.24], [-0.19, 0.13, 0.28], [0.18, -0.20, -0.01], [0.80, -0.74, 0.82], [0.10, 0.50, -0.32], [0.77, 1.47, -0.77], [0.11, -0.63, -0.53], [-0.15, 1.04, -0.95], [0.58, -0.60, -1.32], [-0.72, 0.03, -0.47], [-0.25, -0.67, 1.25], [1.37, 0.52, -1.27], [-0.12, 0.14, -0.17], [0.64, 1.36, 1.09], [0.71, -0.57, -0.64], [-0.69, -0.04, 1.54], [0.80, -1.00, 0.58], [-1.07, 0.14, 1.93], [-0.28, 1.86, -0.16], [-0.62, -0.85, -0.39], [-1.36, 1.36, -0.88], [-0.96, 0.13, -0.49], [-0.54, 0.36, -1.04], [0.27, -0.65, -0.35], [0.04, 0.00, 0.03], [0.18, 0.70, -0.82], [0.11, 0.22, 0.36], [-0.13, -0.89, -0.63], [-1.14, 0.21, 0.63], [-0.07, -0.54, 0.05], [-0.62, -0.66, 0.46], [0.11, -0.86, 0.25], [0.56, 0.01, 0.22], [0.40, -0.34, 0.66], [0.29, 0.81, 0.45], [0.06, 0.12, -0.25], [0.47, 0.55, 0.07], [-0.33, -0.09, 0.38], [0.62, 0.19, 0.96], [-0.75, 0.16, -0.10], [0.28, -0.42, -0.36], [0.25, -0.13, 0.50], [0.38, -0.26, -0.33], [-0.13, -0.08, 0.67], [0.00, -0.24, -0.23], [0.27, 0.73, -0.19], [0.01, -0.01, 0.46], [0.09, -0.33, 0.41], [0.05, -0.07, -0.14], [0.17, 0.43, 0.03], [0.13, 0.36, -0.15], [0.05, 0.79, -0.23], [0.11, 0.41, -0.08]], "mulliken_charge": [1.182, -0.553, 1.663, -0.647, -0.658, -0.712, -0.756, -0.642, -0.816, -0.508, -0.068, -0.620, 0.929, -1.021, 0.904, 0.571, 0.038, 2.278, 0.598, -1.870, -1.874, 1.874, -0.297, -1.618, -1.971, -1.902, 0.198, -0.435, -2.072, -2.015, -0.511, -0.176, -0.169, -2.132, -1.654, 2.128, 0.039, 0.276, 0.319, 0.325, 0.347, 0.558, 0.176, 0.291, 0.433, 0.489, 0.557, 0.214, 0.602, 0.549, 0.279, 0.252, 0.724, 0.448, 0.724, 0.233, 0.321, 0.499, 0.398, 0.550, 0.377, 0.394, 0.233, 0.136, 0.309, 0.281], "gap_ev": 6.02, "charge": -2, "lumo_ha": 0.147, "de_lowest_kcal_mol": 33.29}

***

{"formula": "C3H11NO2", "method": "ωB97M-V/def2-TZVPD", "species": ["O", "O", "N", "C", "C", "C", "H", "H", "H", "H", "H", "H", "H", "H", "H", "H", "H"], "xyz": [[3.12573, 2.36687, 0.20279], [-0.05801, 0.56418, 0.97668], [-2.93318, -0.57121, 0.27842], [-0.33494, -0.63217, 0.24066], [0.98985, -0.80545, -0.59439], [-1.62319, -0.63528, -0.59654], [0.32901, 1.20470, 0.33443], [1.85163, -0.95481, 0.11981], [3.42397, 2.34534, 1.08160], [-2.85026, 0.40187, 0.73325], [0.89591, -1.68405, -1.39839], [-1.68372, -1.71071, -1.08086], [-0.48858, -1.52242, 0.93425], [-2.66697, -1.16115, 1.10969], [1.38232, 0.08009, -1.17112], [-1.58613, 0.13905, -1.37767], [2.22656, 2.57514, 0.20738]], "atomic_forces_ev_per_a": [[1.63, -0.53, -2.03], [-0.69, 0.54, -0.10], [2.94, 1.68, 0.72], [1.37, -0.37, -0.91], [0.36, -1.91, -1.16], [-1.24, -2.09, 0.46], [-0.54, -0.84, 0.72], [-1.02, -0.43, -0.71], [0.45, -0.03, 1.82], [-0.42, -1.67, -0.88], [0.42, 1.71, 1.91], [0.25, 2.24, 0.60], [0.69, 1.33, -0.34], [-0.56, 0.45, -1.03], [-1.16, -0.43, 0.43], [-0.41, -0.25, 0.28], [-2.06, 0.60, 0.22]], "mulliken_charge": [-0.602, -0.529, -0.681, 0.286, -1.182, -0.555, 0.289, 0.323, 0.310, 0.278, 0.275, 0.262, 0.264, 0.283, 0.344, 0.336, 0.301], "gap_ev": 10.36, "lumo_ha": 0.021, "smiles": "C[C@@H](O)CN.O", "de_lowest_kcal_mol": 30.92}

***

{"formula": "C25H33N5OS", "method": "ωB97M-V/def2-TZVPD", "species": ["S", "O", "N", "N", "N", "N", "N", "C", "C", "C", "C", "C", "C", "C", "C", "C", "C", "C", "C", "C", "C", "C", "C", "C", "C", "C", "C", "C", "C", "C", "C", "C", "H", "H", "H", "H", "H", "H", "H", "H", "H", "H", "H", "H", "H", "H", "H", "H", "H", "H", "H", "H", "H", "H", "H", "H", "H", "H", "H", "H", "H", "H", "H", "H", "H"], "xyz": [[-2.10250, -2.01858, -0.94051], [0.44164, 2.08893, 0.17882], [2.93386, -0.69426, -1.99374], [2.67377, 1.94644, -0.01560], [-0.22757, -1.13990, 0.68750], [-1.79269, 0.42179, -0.00475], [-6.67829, 0.69801, 0.26656], [6.27607, 1.33952, -0.01998], [-7.04831, -0.69696, 0.44917], [2.76722, -0.10919, 1.76449], [1.55972, 0.36876, 1.38645], [-1.33428, -0.83819, -0.05552], [3.90594, 1.42504, 0.26989], [5.23874, -0.12920, 1.56655], [2.97679, -2.73287, -0.12556], [0.27007, -0.30759, 1.76794], [-7.79156, 1.58534, 0.01031], [-5.52070, 0.91470, -0.57578], [0.53759, -2.33078, 0.39663], [4.96748, 2.95092, -1.43293], [-4.23565, 0.54412, 0.16519], [4.05208, -1.35316, -1.73661], [3.98632, 0.40066, 1.23128], [1.83978, -1.04151, -1.34284], [5.06326, 1.89398, -0.37487], [6.37021, 0.34094, 0.94848], [-2.99982, 0.82187, -0.69158], [1.79865, -2.03702, -0.36824], [4.12255, -2.39393, -0.82525], [1.47929, 1.51092, 0.48678], [-7.11234, -1.04418, 1.93570], [-8.39791, 1.51146, -1.39785], [-6.30991, -1.33893, -0.03698], [-7.84998, -0.42314, 2.43763], [-4.18151, 1.11460, 1.09366], [-9.25285, 2.17936, -1.46685], [-0.11278, -2.98171, -0.20351], [-7.38485, -2.08848, 2.06845], [-1.12988, 1.16016, 0.22535], [-3.08403, 0.26182, -1.63040], [-4.24609, -0.51632, 0.41755], [7.17537, 1.68642, -0.50731], [-2.92280, 1.88652, -0.91730], [-8.73173, 0.50111, -1.62314], [0.44475, -0.95519, 2.63617], [5.95217, 3.17114, -1.83569], [-0.49141, 0.42861, 2.03115], [4.92431, -1.02806, -2.28792], [2.99501, -3.52772, 0.60767], [0.77715, -2.85095, 1.33056], [4.55219, 3.87456, -1.02864], [-5.56879, 0.34224, -1.51762], [5.05153, -2.91634, -0.65748], [-8.56508, 1.35801, 0.74850], [0.94696, -0.48664, -1.60199], [5.29458, -0.91392, 2.30565], [-7.44818, 2.60861, 0.19525], [2.82883, -0.93749, 2.45765], [-8.02130, -0.91371, -0.01056], [2.61227, 2.69815, -0.69157], [-5.48181, 1.97732, -0.83026], [-6.14599, -0.86937, 2.39996], [4.33149, 2.61098, -2.25033], [-7.66667, 1.80613, -2.14653], [7.33753, -0.06537, 1.20096]], "atomic_forces_ev_per_a": [[-0.46, -0.48, -0.55], [-0.26, 0.09, -0.07], [0.05, 0.36, -0.39], [-0.07, 0.35, -0.29], [0.07, 0.21, 0.04], [0.38, 0.05, 0.11], [0.04, 0.04, -0.09], [-0.22, 0.00, 0.02], [0.01, 0.00, 0.39], [-0.53, 0.36, -0.02], [0.25, -0.13, 0.48], [-0.30, 0.01, 0.11], [0.49, -0.47, 0.45], [-0.06, 0.16, -0.11], [-0.22, 0.10, -0.18], [0.07, 0.25, 0.05], [-0.12, 0.07, -0.18], [0.26, -0.13, 0.26], [-0.13, -0.28, -0.11], [-0.02, -0.09, 0.08], [-0.04, 0.23, -0.41], [0.33, -0.23, 0.05], [0.27, 0.33, -0.29], [-0.29, -0.27, 0.18], [0.03, 0.02, -0.01], [0.08, -0.15, 0.12], [-0.50, -0.20, 0.04], [0.35, -0.17, -0.16], [-0.03, 0.00, -0.07], [0.28, 0.04, 0.10], [-0.03, -0.09, -0.33], [0.16, -0.04, 0.32], [-0.05, 0.01, -0.06], [-0.08, 0.06, 0.09], [-0.02, 0.01, 0.04], [-0.10, 0.07, -0.07], [0.19, 0.08, 0.26], [-0.06, -0.15, 0.11], [0.05, -0.11, 0.02], [0.08, 0.19, 0.09], [0.03, -0.05, 0.05], [0.07, 0.07, -0.08], [0.05, 0.01, 0.02], [-0.06, -0.09, -0.08], [-0.02, 0.11, -0.05], [0.02, 0.05, -0.04], [0.06, -0.12, 0.03], [0.14, -0.05, 0.00], [0.00, -0.06, 0.11], [-0.01, 0.04, -0.01], [-0.04, 0.12, -0.04], [-0.01, 0.10, -0.03], [0.11, -0.02, 0.01], [0.00, 0.10, 0.03], [-0.15, 0.03, 0.07], [0.01, -0.11, 0.08], [-0.11, -0.02, 0.06], [-0.06, -0.13, 0.06], [0.07, -0.02, -0.09], [-0.11, -0.11, 0.11], [-0.03, 0.02, -0.08], [0.10, 0.02, 0.06], [-0.06, 0.04, -0.12], [0.04, 0.03, -0.12], [0.08, -0.04, 0.04]], "mulliken_charge": [-0.426, -0.885, -0.601, 0.183, 0.230, 0.133, 0.385, -0.787, -0.655, -0.425, 1.100, 0.452, -0.447, -0.877, -0.598, -1.990, -0.704, -1.104, -1.665, -1.777, 0.116, -0.502, 1.076, -0.305, 1.285, -0.796, -1.578, 0.893, -0.454, 0.114, -1.261, -1.039, 0.418, 0.277, 0.140, 0.410, 0.496, 0.429, 0.354, 0.459, 0.312, 0.385, 0.444, 0.278, 0.413, 0.387, 0.563, 0.428, 0.446, 0.492, 0.401, 0.234, 0.447, 0.313, 0.676, 0.458, 0.428, 0.390, 0.401, 0.253, 0.474, 0.262, 0.375, 0.260, 0.408], "gap_ev": 7.63, "lumo_ha": -0.005, "smiles": "CCN(CC)CCCNC(=S)N(Cc1cccnc1)Cc1cc2cccc(C)c2[nH]c1=O", "de_lowest_kcal_mol": 2.86}